# 1
A 13-piece molecular cluster, C35H64Br26NO2 overall at a distorted geometry, computed with the ωB97M-V functional and the def2-TZVPD basis.

Structure (XYZ):
```
128
Properties=species:S:1:pos:R:3:mulliken_charge:R:1
Br -2.57069 7.16246 3.49480 -0.102
Br -5.07053 9.70850 2.56715 -0.138
Br -0.34025 6.19246 -1.53291 -0.128
Br -0.19565 -3.02018 -5.94138 -0.117
Br -1.37800 -1.47249 -9.48603 -0.127
Br -1.59328 -7.46102 10.27283 -0.139
Br 2.28008 -3.77618 -6.65472 -0.035
Br -5.27709 1.16304 5.42058 -0.123
Br -2.65554 1.82331 7.98281 -0.099
Br 3.03149 -5.94728 6.52993 -0.164
Br 6.68672 8.33677 2.63224 -0.131
Br -5.05351 -1.46892 -9.30433 -0.154
Br 5.70695 -5.17390 -6.82424 -0.120
Br 4.07826 5.46136 1.22951 -0.130
Br -1.37565 -8.64269 6.78490 -0.127
Br 6.57034 7.13959 -0.83434 -0.131
Br 2.58147 3.98915 -1.81466 -0.199
Br -3.33096 2.17927 -14.46918 -0.139
Br -3.65291 -1.43019 -13.77556 -0.144
Br -6.58435 -4.30543 1.69319 -0.125
Br 0.95394 6.98594 2.49897 -0.139
Br 0.67892 0.60581 7.01991 -0.150
Br -3.82766 -4.95515 4.06183 -0.137
Br 0.56611 -1.00962 -2.96510 -0.243
Br -4.78726 4.78606 4.96683 -0.085
Br 0.24689 -5.30278 4.20057 -0.082
O 1.63233 -3.10479 0.88523 -0.311
O 3.70779 -3.16327 1.76538 -0.527
N 3.39486 1.32057 -0.22853 0.440
C -4.67388 -4.44247 1.36957 -0.389
C -4.39953 0.09442 -12.82001 -0.512
C -2.50194 8.52611 2.11034 -0.431
C -0.75495 -0.31035 7.97076 -0.538
C -6.40502 3.80542 5.41920 -0.673
C -1.80382 -1.58749 1.11389 -1.292
C 4.03618 0.96284 0.89107 -0.611
C -4.03966 -5.51731 2.21167 -0.586
C -4.84255 1.17616 -13.76696 -0.585
C 3.05647 -1.17056 0.65461 -0.033
C 3.87381 -0.31492 1.37237 -0.602
C -0.26840 4.25418 -1.60613 -0.686
C 1.75194 -1.50230 -4.44552 -0.152
C 2.60752 7.83025 1.91311 -0.630
C -0.11440 -8.31056 9.33761 -0.590
C 0.90769 3.72422 -0.83216 -0.321
C 8.05840 7.90481 0.15738 -0.569
C 2.90530 -5.60758 -6.40699 -0.588
C -2.59500 -2.89050 -8.94404 -0.629
C 4.22017 -5.66452 -5.67487 -0.583
C -3.12905 9.81452 2.56956 -0.627
C 2.41084 -0.79102 -0.51339 0.427
C -0.72986 -2.58315 0.64375 0.266
C -0.01189 -7.83451 7.91423 -0.473
C 3.21444 7.13114 0.73416 -0.266
C -2.10637 0.05160 7.41704 -0.630
C 0.50889 -2.44110 1.50871 -0.560
C 2.16276 -5.40624 3.85584 -0.571
C 8.05725 7.43342 1.58588 -0.563
C 1.02217 -1.48596 -5.75952 -1.385
C 2.61596 0.49542 -0.93419 -0.252
C 2.83074 -2.57279 1.17783 0.195
C 2.81293 -6.48859 4.67340 -0.616
C -6.10958 2.65514 6.34157 -0.487
C -3.83467 -2.90474 -9.79498 -0.394
H 3.49368 2.28512 -0.59024 -0.113
H 2.25101 -5.62556 2.79423 0.342
H 8.95472 7.56776 -0.35836 0.343
H 4.34449 -0.66447 2.27697 0.578
H -2.86674 -0.62486 7.80137 0.361
H -6.85682 3.50125 4.48098 0.381
H -0.12261 -6.75925 7.81978 0.359
H -1.44258 8.66926 1.90483 0.157
H -7.05344 4.52253 5.91786 0.348
H -2.03459 -3.81423 -9.07307 0.351
H 1.03494 4.20676 0.13427 0.339
H -7.03110 2.25636 6.76029 0.351
H 2.17110 -2.47052 -4.20124 0.367
H -2.82963 10.09178 3.57495 0.377
H -2.13604 0.04744 6.33227 0.346
H -5.45449 1.90808 -13.24451 0.367
H 2.33401 8.84541 1.63402 0.406
H 8.99929 7.68206 2.06944 0.350
H -3.03148 -5.73087 1.86052 0.287
H 3.81954 -6.68419 4.31083 0.412
H -3.64295 0.42709 -12.11662 0.375
H -2.37310 -2.05149 1.91631 0.233
H 7.97575 8.98290 0.06926 0.366
H -5.24991 -0.30423 -12.27153 0.252
H 1.72389 -1.52407 -6.58352 0.553
H -1.19814 3.90910 -1.15903 0.404
H 2.24287 -7.41232 4.67758 0.386
H 3.26100 7.85687 2.77908 0.319
H -0.24493 3.97619 -2.65513 0.405
H 4.25296 -4.99944 -4.81766 0.304
H 7.87271 6.36808 1.67793 0.349
H -2.88422 10.62117 1.88187 0.364
H -0.55806 -1.37119 7.83439 0.352
H 0.81736 2.64843 -0.68992 0.222
H 1.76127 -1.49794 -1.03693 0.379
H -5.43448 2.92790 7.14717 0.273
H -4.61762 -6.43530 2.22782 0.437
H -4.57871 -4.68416 0.31263 0.375
H -0.26703 -9.38207 9.41345 0.390
H 4.64720 1.66759 1.43152 0.445
H 0.67280 -1.37358 1.68142 0.332
H -0.46866 -2.36569 -0.38965 0.024
H 0.93756 -8.13842 7.47997 0.208
H 0.37676 -0.62150 -5.88214 0.482
H -4.39511 -3.82355 -9.63706 0.369
H 2.12442 -6.09325 -5.82253 0.341
H 0.77652 -8.03027 9.89544 0.366
H -0.64689 -0.05445 9.01933 0.368
H -4.25289 -3.45969 1.55600 0.118
H 2.54273 -0.75403 -4.44163 0.461
H -2.49317 -1.39528 0.29769 0.373
H -3.62239 -2.78938 -10.85397 0.228
H 2.95254 -6.05968 -7.39220 0.394
H -5.38885 0.78997 -14.62109 0.387
H 2.48577 6.88028 -0.03238 0.160
H -1.09927 -3.59480 0.78774 0.218
H 2.57442 -4.42257 4.05389 0.339
H 4.43124 -6.68167 -5.35118 0.366
H -2.98629 8.10904 1.23323 0.404
H -2.80441 -2.73994 -7.88974 0.361
H 4.00358 7.74213 0.30028 0.285
H -1.38180 -0.66054 1.49442 0.435
H 2.12640 0.84995 -1.82690 0.566
H 0.33021 -2.89938 2.47680 0.261
```

The charge is +1. The value obtained for the frontier orbital gap is 0.2229 hartree. The HOMO energy is -0.386 hartree. The max |F| is 4.44 eV/A. The total energy is -68501.35968 Ha.

---

# 2
A 3-piece molecular cluster, C5H15NO2 overall at a distorted geometry, computed with the ωB97M-V functional and the def2-TZVPD basis.

Structure (XYZ):
```
23
Properties=species:S:1:pos:R:3:mulliken_spin:R:1
O -3.62157 -1.78102 -1.25532 0.066
O 3.70564 1.50087 0.98200 0.500
N 0.16973 1.97555 -0.11878 1.368
C -0.62154 -0.54078 1.20111 0.721
C -1.00362 -1.96896 1.53939 -0.161
C 0.44699 0.72556 -0.66886 0.291
C 0.11450 -0.44258 -0.10334 -0.432
C 1.29259 0.84600 -1.90941 1.403
H -0.23364 -2.72263 1.33492 -0.004
H -4.33748 -1.67457 -0.61241 -0.030
H 0.48584 2.84796 -0.51056 -0.882
H -0.16549 1.98214 0.83249 -0.361
H 2.21163 1.33369 -1.62093 -0.647
H 0.96801 1.66015 -2.58519 -0.326
H -1.53999 0.05563 1.12658 0.134
H -2.76299 -1.39756 -1.06306 -0.016
H 0.31576 -1.34353 -0.67818 0.022
H -0.01565 -0.08408 2.03380 -0.103
H 3.50920 1.37822 0.04087 -0.090
H 2.94831 1.96514 1.36571 -0.241
H 1.35213 -0.01059 -2.56673 -0.165
H -1.73484 -2.19000 0.73031 0.004
H -1.48352 -2.11458 2.50559 -0.053
```

The charge is -1. The value obtained for the frontier orbital gap (alpha / beta) is 0.0887 / 0.2817 hartree. The HOMO energy (alpha / beta) is 0.034 / -0.162 hartree. The energy above the lowest of the compared OMol25 structures with the same formula, charge and spin is 83.8 kJ/mol. The max |F| is 1.93 eV/A. Its spin multiplicity is 2. The total energy is -404.66938 Ha. The expectation value of S² is 0.75.

---

# 3
C19H48AsCl2F6MnNO5PSi3 as an isolated structure, computed with the ωB97M-V functional and the def2-TZVPD basis.

Structure (XYZ):
```
87
Properties=species:S:1:pos:R:3:mulliken_spin:R:1
As 2.07800 -0.17131 0.00653 0.770
Mn -1.98676 0.01815 0.20130 4.075
Cl -6.99622 0.93542 0.11129 0.000
Cl -6.18179 -0.83390 2.29181 0.001
P -2.03295 3.61930 -0.28488 0.002
Si 2.55664 1.73644 -1.38926 0.003
Si 2.19896 -2.43541 -0.79882 0.011
Si 3.28864 0.06476 2.05918 0.004
F -0.80300 3.82283 -1.30082 0.000
F -0.92690 3.50404 0.94174 0.000
F -3.04470 3.52590 -1.49618 0.000
F -3.15353 3.17322 0.74104 -0.001
F -2.22627 5.15900 -0.03365 0.000
F -1.73592 1.89304 -0.53185 -0.015
O -3.41381 0.30997 1.51000 -0.005
O -0.52375 0.86137 1.56357 0.015
O -1.35373 -0.35771 -1.70126 0.014
O -4.22720 0.09728 -0.51185 0.038
O -1.58363 -1.62309 0.74009 -0.123
N -2.06866 0.42251 -3.73757 0.011
C -5.76545 0.59446 1.31121 -0.008
C 2.74132 -1.20494 3.30232 0.013
C -1.24533 -0.21423 -2.93116 0.022
C -1.45466 1.38803 3.77755 0.001
C 5.06495 -0.21205 1.56314 0.042
C -1.50211 -3.55679 2.08497 -0.021
C -1.80116 0.46971 -5.16798 -0.001
C 4.32140 1.40358 -1.91354 0.050
C -2.43318 -2.53344 1.45411 0.032
C 3.01336 1.79213 2.68159 -0.001
C -4.40391 0.32168 0.68952 -0.003
C 1.39672 1.76329 -2.83153 -0.002
C 3.71756 -2.41449 -1.87735 0.035
C 2.38761 -3.50360 0.70569 0.004
C -3.24909 1.14297 -3.27420 -0.003
C 2.35391 3.25980 -0.34944 0.001
C -0.55428 0.48661 2.96106 0.018
C -3.45086 -3.16562 0.52207 0.011
C 0.67743 -2.91246 -1.73804 -0.003
H 1.66032 -1.34630 3.33013 -0.007
H 1.64628 -3.26333 1.46810 -0.004
H 5.20004 -1.16823 1.05151 -0.003
H 3.63164 -1.66348 -2.66604 -0.003
H -2.94450 -3.77927 -0.22652 -0.001
H -5.69451 1.44110 1.98524 0.000
H 2.22370 -4.54095 0.40101 0.000
H -2.47971 1.33723 3.41347 -0.001
H -0.88674 -0.54964 2.98016 -0.011
H -0.37327 -0.63820 -3.44029 0.002
H -1.11545 2.42563 3.71670 0.000
H 4.48206 1.78492 -2.92497 0.005
H 1.51899 0.92980 -3.52521 0.002
H -0.79609 -3.08282 2.76815 0.001
H 1.96217 2.08334 2.69359 0.001
H -2.95702 -1.98414 2.24480 -0.004
H 3.20911 -2.17177 3.12531 0.001
H 1.60361 2.68645 -3.38147 -0.001
H -0.50229 1.83643 1.48235 0.012
H -0.93881 -4.08292 1.31194 -0.001
H 3.83405 -3.39037 -2.35698 0.006
H -3.26920 1.18034 -2.19478 0.006
H 0.46878 0.52553 3.34153 0.006
H -1.66346 1.50352 -5.48555 0.000
H -0.22857 -2.58232 -1.22794 0.005
H -0.90382 -0.09931 -5.39923 0.000
H -4.13658 -3.79884 1.08585 -0.001
H -2.64149 0.04332 -5.71597 0.000
H 1.87862 4.02805 -0.96063 0.000
H 0.66446 -4.00485 -1.79308 -0.001
H 4.57479 0.34204 -1.91766 -0.009
H -4.14956 0.64287 -3.63214 0.001
H 4.62844 -2.21176 -1.31021 -0.001
H -1.43539 1.09065 4.82494 0.001
H 3.38353 -3.44086 1.14428 0.000
H 0.67586 -2.53761 -2.76169 0.001
H 5.43398 0.58120 0.91091 -0.002
H 3.05703 -0.85955 4.29082 0.000
H -3.21789 2.15525 -3.67627 0.000
H 3.38576 1.85869 3.70754 -0.001
H 3.31579 3.63960 -0.00132 0.001
H 5.69163 -0.22809 2.45927 0.006
H 1.70667 3.11033 0.51235 -0.003
H -2.08670 -4.28791 2.64452 -0.002
H 3.55782 2.52335 2.08361 0.002
H -4.03730 -2.40589 0.00596 0.003
H 0.36424 1.82574 -2.48555 0.003
H 5.02131 1.91655 -1.25097 0.001
```

The charge is +1. The value obtained for the frontier orbital gap (alpha / beta) is 0.3002 / 0.2819 hartree. The HOMO energy (alpha / beta) is -0.443 / -0.470 hartree. The energy above the lowest of the compared OMol25 structures with the same formula, charge and spin is 21.4 kJ/mol. The max |F| is 0.78 eV/A. Its spin multiplicity is 6. The total energy is -7300.08343 Ha. The expectation value of S² is 8.84.

---

# 4
C5H12N4 as an isolated structure at a distorted geometry, computed with the ωB97M-V functional and the def2-TZVPD basis.

Structure (XYZ):
```
21
Properties=species:S:1:pos:R:3:nbo_charge:R:1
N 1.08215 0.82845 2.47256 -0.479
N -0.93391 0.74044 0.89576 -0.619
N 1.02805 -0.55083 0.18811 -0.592
N -0.94632 -1.31544 -1.00073 -0.806
C 0.41216 0.62136 1.52460 0.395
C 2.37503 -0.76956 -0.32758 -0.409
C -0.23661 -0.27047 -0.72925 0.523
C -0.01484 0.86477 -1.70607 -0.708
C -2.09931 0.09585 1.51449 -0.414
H 0.53678 1.68937 -1.24741 0.222
H -1.43944 -1.22095 -1.88437 0.346
H -2.06274 0.19376 2.60015 0.214
H -0.98250 1.22969 -2.05527 0.230
H 2.59814 -0.07502 -1.13747 0.202
H -3.02055 0.51226 1.10505 0.209
H 0.79052 -1.37208 0.74872 0.398
H -1.14052 1.68473 0.57332 0.403
H 3.12495 -0.64904 0.45600 0.227
H -2.10516 -0.96350 1.26303 0.223
H 2.46011 -1.79417 -0.69616 0.200
H 0.57401 0.52039 -2.55748 0.236
```

The charge is 0. The value obtained for the frontier orbital gap is 0.3162 hartree. The HOMO energy is -0.292 hartree. The energy above the lowest of the compared OMol25 structures with the same formula, charge and spin is 370.0 kJ/mol. The max |F| is 3.52 eV/A. The total energy is -416.60454 Ha.